{"formula": "C19H17N7", "method": "ωB97M-V/def2-TZVPD", "elements": ["C", "C", "N", "C", "C", "C", "N", "N", "C", "C", "C", "C", "N", "C", "C", "C", "C", "C", "N", "C", "C", "C", "N", "N", "C", "C", "H", "H", "H", "H", "H", "H", "H", "H", "H", "H", "H", "H", "H", "H", "H", "H", "H"], "coordinates": [[2.554, 2.259, 1.005], [2.588, 1.994, -0.448], [2.767, 2.949, -1.383], [2.652, 2.642, -2.732], [2.373, 1.343, -3.159], [2.221, 1.005, -4.618], [2.333, 0.311, -2.224], [2.076, -1.019, -2.427], [1.899, -1.523, -1.232], [1.573, -2.979, -1.000], [0.045, -3.181, -0.862], [-0.625, -2.320, 0.211], [-1.666, -1.410, -0.076], [-1.939, -0.929, 1.120], [-2.950, -0.021, 1.648], [-3.890, 0.605, 0.812], [-4.788, 1.495, 1.380], [-4.760, 1.756, 2.726], [-3.863, 1.113, 3.541], [-2.986, 0.241, 3.018], [-2.030, -0.406, 3.920], [-1.123, -1.263, 3.421], [-1.068, -1.502, 2.041], [-0.269, -2.434, 1.453], [2.054, -0.540, -0.196], [2.357, 0.600, -0.871], [1.476, 2.319, 1.321], [2.970, 3.254, 1.200], [3.062, 1.480, 1.641], [2.677, 3.463, -3.450], [1.223, 0.563, -4.740], [2.283, 1.881, -5.205], [2.950, 0.315, -4.945], [2.047, -3.412, -0.111], [1.927, -3.555, -1.879], [-0.149, -4.238, -0.669], [-0.393, -2.919, -1.807], [-3.908, 0.378, -0.232], [-5.561, 1.904, 0.791], [-5.524, 2.421, 3.140], [-2.079, -0.223, 4.987], [-0.399, -1.777, 4.036], [1.863, -0.641, 0.857]], "mulliken_charge": [-1.299, 0.777, -0.712, -0.593, 1.049, -1.416, 0.786, -1.283, 0.385, -0.904, -0.817, 0.352, -0.717, 0.455, 0.495, -0.375, -0.555, -0.277, -0.649, 0.552, -0.815, -0.172, 0.894, -1.261, -0.751, 0.411, 0.255, 0.406, 0.336, 0.341, 0.310, 0.403, 0.328, 0.368, 0.395, 0.373, 0.352, 0.522, 0.422, 0.352, 0.433, 0.455, 0.386], "smiles": "Cc1ncc(C)n2nc(CCc3nc4c5cccnc5ccn4n3)cc12", "lumo_energy_ha": -0.001, "homo_energy_ev": -8.0, "orbital_gap_ev": 7.9, "multiplicity": 1, "total_charge": 0}

{"formula": "C19H18AsClMnNO6S", "method": "ωB97M-V/def2-TZVPD", "elements": ["Mn", "O", "As", "O", "O", "C", "C", "C", "C", "C", "C", "S", "O", "O", "O", "H", "H", "H", "H", "H", "Cl", "C", "C", "C", "C", "C", "C", "C", "H", "H", "H", "H", "H", "H", "N", "C", "C", "C", "C", "C", "C", "H", "H", "H", "H", "H", "H", "H"], "coordinates": [[0.815, 0.666, 0.132], [-0.073, 0.196, -4.284], [0.988, 0.867, -3.041], [1.250, 2.443, -3.309], [0.128, 0.470, -1.626], [2.488, -0.344, -3.292], [2.651, -0.827, -4.586], [3.728, -1.640, -4.911], [4.662, -1.978, -3.947], [4.518, -1.503, -2.653], [3.440, -0.695, -2.330], [3.325, -0.170, -0.642], [4.604, -0.356, -0.032], [2.807, 1.217, -0.671], [2.231, -0.973, -0.027], [-0.569, 0.927, -4.673], [1.925, -0.568, -5.343], [3.834, -2.003, -5.925], [5.507, -2.606, -4.197], [5.240, -1.741, -1.885], [1.587, 1.168, 2.493], [-0.047, 1.505, 3.060], [-0.335, 1.375, 4.403], [-1.640, 1.606, 4.817], [-2.611, 1.946, 3.886], [-2.287, 2.065, 2.544], [-0.982, 1.861, 2.098], [-0.597, 2.021, 0.675], [0.438, 1.096, 5.104], [-1.893, 1.511, 5.864], [-3.632, 2.110, 4.205], [-3.050, 2.315, 1.818], [-0.036, 2.942, 0.482], [-1.430, 1.937, -0.016], [-0.324, -1.193, 0.891], [-1.745, -1.186, 1.034], [-2.331, -1.479, 2.256], [-3.710, -1.424, 2.391], [-4.505, -1.075, 1.310], [-3.911, -0.784, 0.088], [-2.533, -0.836, -0.056], [0.130, -1.589, 1.706], [-0.024, -1.736, 0.085], [-1.709, -1.743, 3.104], [-4.161, -1.652, 3.348], [-5.581, -1.036, 1.414], [-4.524, -0.514, -0.762], [-2.056, -0.593, -1.000]], "mulliken_spin": [4.231, -0.001, 0.007, 0.005, 0.041, 0.004, -0.001, 0.001, -0.001, 0.002, 0.006, -0.016, 0.005, 0.045, 0.022, 0.000, 0.000, 0.000, 0.000, 0.000, 0.003, -0.039, 0.010, -0.028, 0.014, -0.028, 0.043, -0.363, 0.000, -0.002, 0.000, 0.000, -0.006, 0.013, 0.045, -0.036, 0.003, -0.002, 0.004, -0.002, 0.011, 0.004, 0.006, 0.000, 0.000, 0.000, 0.000, -0.001], "lumo_energy_ha": [-0.053, 0.015], "homo_energy_ev": [-9.0, -9.3], "orbital_gap_ev": [7.6, 9.7], "multiplicity": 5, "s2": 6.27, "total_charge": 0}

{"formula": "C19H18BBrF2NO7", "method": "ωB97M-V/def2-TZVPD", "elements": ["C", "C", "C", "C", "C", "C", "N", "C", "O", "C", "Br", "C", "C", "O", "C", "C", "C", "C", "C", "C", "C", "O", "H", "H", "H", "H", "H", "H", "H", "H", "H", "H", "H", "H", "H", "H", "H", "H", "H", "H", "B", "O", "C", "O", "C", "O", "O", "F", "F"], "coordinates": [[-2.558, 0.544, 0.527], [-0.930, 0.463, 0.348], [-0.159, 1.154, -0.763], [-1.054, 1.978, -1.852], [-0.225, 2.888, -2.926], [-0.756, 4.443, -2.758], [-2.055, 4.517, -3.589], [1.461, 0.942, -0.748], [2.404, 1.861, -0.958], [1.993, -0.597, -0.366], [3.549, -1.460, -1.315], [1.234, -1.266, 0.765], [1.624, -2.771, 1.319], [1.715, -3.801, 0.270], [0.439, -3.991, -0.437], [0.410, -4.031, -2.100], [-0.987, -4.266, -2.975], [-2.421, -4.494, -2.187], [-2.393, -4.456, -0.531], [-1.012, -4.221, 0.322], [-0.050, -0.438, 1.449], [-0.339, -0.449, 2.754], [-2.965, 1.624, 0.222], [-2.825, 0.439, 1.684], [-3.163, -0.270, -0.065], [-1.904, 2.665, -1.373], [-1.654, 1.165, -2.485], [0.936, 2.766, -2.910], [-0.574, 2.554, -4.018], [0.035, 5.248, -3.090], [-1.043, 4.651, -1.619], [-2.719, 5.209, -3.175], [-1.842, 4.714, -4.592], [0.893, -3.177, 2.140], [2.706, -2.683, 1.816], [1.387, -3.884, -2.759], [-0.992, -4.279, -4.169], [-3.420, -4.682, -2.800], [-3.396, -4.598, 0.080], [-0.977, -4.197, 1.515], [1.262, 1.750, 4.337], [2.231, 2.761, 4.773], [3.402, 2.135, 4.953], [4.426, 2.690, 5.317], [3.257, 0.736, 4.654], [4.136, -0.108, 4.719], [1.995, 0.480, 4.285], [0.747, 2.085, 3.019], [0.169, 1.658, 5.293]], "mulliken_charge": [-1.212, 0.477, 0.625, -0.680, -0.258, -0.582, -0.539, 0.277, -0.581, 0.011, -0.127, 0.675, -0.898, -0.358, 0.521, -0.247, -0.328, -0.367, -0.368, -0.228, 0.141, -0.605, 0.287, 0.330, 0.247, 0.139, 0.223, 0.296, 0.257, 0.252, 0.357, 0.209, 0.208, 0.236, 0.368, 0.234, 0.268, 0.277, 0.268, 0.191, 0.752, -0.514, 0.552, -0.632, 0.600, -0.657, -0.389, -0.352, -0.357], "lumo_energy_ha": 0.032, "homo_energy_ev": -6.8, "orbital_gap_ev": 7.6, "multiplicity": 1, "total_charge": -1}

{"formula": "C19H18Br36F3O4", "method": "ωB97M-V/def2-TZVPD", "elements": ["O", "C", "O", "C", "C", "C", "C", "F", "C", "F", "F", "C", "O", "O", "H", "H", "H", "H", "H", "H", "C", "Br", "Br", "Br", "H", "C", "Br", "Br", "Br", "H", "C", "Br", "Br", "Br", "H", "C", "Br", "Br", "Br", "H", "C", "Br", "Br", "Br", "H", "C", "Br", "Br", "Br", "H", "C", "Br", "Br", "Br", "H", "C", "Br", "Br", "Br", "H", "C", "Br", "Br", "Br", "H", "C", "Br", "Br", "Br", "H", "C", "Br", "Br", "Br", "H", "C", "Br", "Br", "Br", "H"], "coordinates": [[4.100, 3.027, 0.410], [4.577, 1.971, 0.010], [5.340, 1.227, 0.900], [4.817, -0.105, 1.085], [3.254, -0.213, 1.181], [2.478, -0.529, -0.156], [1.660, 0.693, -0.755], [1.990, 1.138, -2.038], [0.630, 1.361, -0.115], [0.714, 1.895, 1.148], [-0.568, 1.514, -0.827], [5.499, -1.042, 0.017], [6.079, -2.104, 0.317], [5.473, -0.655, -1.276], [4.440, 1.615, -1.043], [5.224, -0.440, 2.091], [2.831, 0.729, 1.644], [3.020, -1.042, 1.916], [1.684, -1.303, 0.091], [3.081, -0.958, -1.001], [0.877, 5.980, 0.430], [0.169, 6.198, 2.222], [2.802, 6.183, 0.387], [0.312, 4.307, -0.366], [0.459, 6.778, -0.175], [4.764, 3.580, -3.724], [4.925, 5.382, -4.427], [5.634, 2.286, -4.876], [5.363, 3.456, -1.879], [3.705, 3.339, -3.724], [-3.825, -0.087, -1.872], [-5.021, 0.393, -3.319], [-4.700, -1.197, -0.549], [-2.188, -0.906, -2.501], [-3.539, 0.835, -1.375], [-3.002, -3.576, 1.195], [-2.527, -5.428, 0.889], [-3.435, -3.240, 3.057], [-1.647, -2.367, 0.525], [-3.907, -3.383, 0.625], [2.450, -4.556, 0.208], [1.887, -3.536, 1.760], [0.944, -5.119, -0.870], [3.762, -3.606, -0.849], [2.929, -5.457, 0.579], [-7.539, 0.044, 2.407], [-6.177, -1.090, 3.178], [-6.744, 1.500, 1.414], [-8.767, -0.986, 1.325], [-8.112, 0.482, 3.218], [-5.815, -3.541, -4.096], [-7.445, -3.344, -3.070], [-4.424, -4.418, -3.072], [-6.132, -4.430, -5.788], [-5.459, -2.540, -4.324], [-1.910, -7.308, 4.560], [-1.437, -9.162, 4.259], [-2.332, -6.966, 6.420], [-0.550, -6.102, 3.898], [-2.813, -7.113, 3.988], [-8.888, -4.831, 1.270], [-10.039, -4.289, -0.192], [-9.267, -6.641, 1.848], [-7.016, -4.591, 0.836], [-9.108, -4.177, 2.108], [8.601, 6.230, -2.369], [6.865, 6.568, -1.572], [9.811, 5.390, -1.111], [8.474, 5.219, -4.016], [9.027, 7.195, -2.623], [1.599, -1.145, -4.584], [3.517, -0.912, -4.683], [0.779, -1.202, -6.340], [1.111, -2.691, -3.520], [1.203, -0.270, -4.077], [-0.953, 8.508, 5.879], [-1.656, 8.725, 7.671], [0.972, 8.707, 5.831], [-1.522, 6.837, 5.082], [-1.371, 9.307, 5.274]], "mulliken_charge": [-0.471, -0.044, -0.421, 0.469, -0.670, 0.935, 0.291, -0.390, -0.295, -0.191, -0.145, 0.042, -0.751, -0.602, 0.503, 0.274, 0.418, 0.193, -0.337, 0.118, -0.429, 0.037, 0.031, 0.070, 0.334, -0.276, -0.097, -0.035, 0.274, 0.338, -0.455, -0.068, 0.256, 0.033, 0.361, 0.265, -0.055, -0.010, 0.216, -0.420, -0.334, -0.100, -0.111, 0.047, 0.470, -0.411, -0.003, -0.025, 0.001, 0.381, -0.185, 0.026, 0.007, -0.047, 0.174, -0.262, -0.027, -0.028, 0.045, 0.257, -0.362, -0.059, -0.054, 0.143, 0.335, -0.329, -0.032, -0.025, -0.021, 0.354, -0.084, -0.012, -0.072, -0.002, 0.096, -0.305, -0.050, -0.010, -0.043, 0.361], "lumo_energy_ha": 0.031, "homo_energy_ev": -5.1, "orbital_gap_ev": 6.0, "multiplicity": 1, "total_charge": -1}